# C5H8

A single C5H8 molecule in a non-equilibrium geometry (ωB97M-V/def2-TZVPD, the OMol25 dataset).

Properties
DFT total energy (eV): -5312.63506
HOMO-LUMO gap (eV): 11.0
E_HOMO (hartree): -0.362
SMILES string: C#CCCC
Relative energy (zero: lowest compared OMol25 entry of this formula, charge and spin) (kcal per mole): 35.3
Net charge: 0

The geometry in XYZ format:
```
13
Properties=species:S:1:pos:R:3:forces:R:3:nbo_charge:R:1
C 0.343718 0.673367 -1.513097 0.0 0.1 0.0 -0.61
C 0.145943 -0.611456 -0.720280 0.1 0.0 0.1 -0.38
C 0.511994 -0.404086 0.777220 0.1 0.2 0.2 -0.49
C -0.654729 -0.003287 1.552298 -0.6 0.3 0.2 0.01
C -1.584836 0.575434 2.053460 0.0 -0.8 -0.1 -0.27
H -0.248311 1.480543 -1.066805 0.1 -0.1 -0.1 0.21
H 1.399200 0.965574 -1.487489 -0.2 0.0 0.0 0.20
H 0.044725 0.566119 -2.560786 0.0 0.0 0.2 0.21
H -0.902764 -0.933993 -0.799409 0.3 0.1 0.2 0.21
H 0.739259 -1.425168 -1.156587 0.0 0.2 0.2 0.20
H 1.065467 -1.259253 1.180996 -0.5 0.0 0.1 0.24
H 1.148124 0.470768 0.999074 0.4 -0.3 -0.9 0.24
H -2.505505 0.852847 2.504471 0.0 0.3 0.1 0.23
```
Positions in Å, forces in eV/Å.